[1]
The following is a quantum chemistry calculation of a molecular structure, C5H4GdNO5 in a non-equilibrium geometry, from OMol25.

```
16
Properties=species:S:1:pos:R:3:forces:R:3
O 3.965 -2.633 -2.526 -2.964 0.740 0.889
C 2.907 -2.351 -2.190 3.008 -0.705 -0.840
Gd -0.085 0.224 0.880 3.114 2.182 1.789
O 0.392 1.419 -2.469 -0.066 -1.468 4.728
C 0.353 1.092 -1.358 0.521 2.609 -6.215
C -2.062 0.851 -0.230 -5.892 1.027 -4.220
O -2.968 1.032 -0.941 4.223 -0.601 3.502
C -1.467 -1.700 0.001 -2.490 -2.766 0.632
O -2.394 -2.423 -0.204 2.714 2.242 0.893
C -0.453 -1.200 -1.117 0.974 -2.569 -2.436
O -0.178 -1.747 -2.144 -1.080 1.822 3.116
H -0.986 -1.293 1.413 -2.225 -2.533 -1.947
N 0.659 1.984 2.533 -0.075 -0.200 -0.273
H 0.430 2.935 2.220 0.162 -0.234 0.284
H 1.670 1.955 2.686 -0.119 0.234 0.179
H 0.217 1.856 3.449 0.195 0.220 -0.081
```
Positions in Å, forces in eV/Å.

Its net charge is +2. The calculation puts the HOMO energy (spin up / spin down) at -16.981 / -18.852 eV. For the LUMO energy (spin up / spin down), the calculation gives -10.51 / -10.85 eV. As for the spin multiplicity: 8. The electronic energy is -1388.5954 a.u.

---

[2]
The following is a quantum chemistry calculation of a molecular structure, C5H4LaO4 in a non-equilibrium geometry, from OMol25.

```
14
Properties=species:S:1:pos:R:3:forces:R:3
C 1.384 1.530 -0.887 -4.103 -3.410 -0.279
C 1.974 2.582 -0.915 0.279 -0.642 -0.133
H 2.697 3.375 -0.990 -0.192 0.109 0.123
H 2.356 0.073 -0.919 -1.353 -3.124 -0.622
O 0.188 0.442 -0.947 2.907 3.050 -1.564
C 0.644 -0.768 -1.399 1.036 1.643 3.906
O -0.135 -1.701 -1.614 -2.027 -2.030 0.292
O 1.865 -0.975 -1.111 2.584 2.537 -0.677
La -1.406 -3.640 -0.131 1.084 3.549 -1.055
C -1.930 -0.412 1.907 1.166 -0.354 -1.187
C -1.865 -0.641 0.665 -1.281 -1.647 0.495
O -1.612 -0.200 3.088 -0.804 0.058 0.406
H -2.646 -0.412 -0.066 0.364 0.077 0.026
H -1.515 0.746 3.318 0.340 0.185 0.269
```
Positions in Å, forces in eV/Å.

Its net charge is +3. The calculation puts the HOMO energy at -20.472 eV. For the LUMO energy, the calculation gives -14.88 eV. As for the spin multiplicity: 1. The electronic energy is -524.0104 a.u.

---

[3]
The following is a quantum chemistry calculation of a gas-phase ion, C5H4N (charge +1) in a non-equilibrium geometry, from OMol25.

```
10
Properties=species:S:1:pos:R:3:forces:R:3
C -3.226 0.088 -0.014 1.666 -0.448 -0.144
N -2.078 0.140 0.072 -1.412 0.143 -0.566
C -0.707 0.255 -0.058 1.365 -1.621 1.292
C 0.220 1.175 0.312 0.011 1.775 -0.201
C 1.467 0.432 -0.201 0.909 0.413 -2.901
C 0.470 -0.567 0.203 0.677 -1.188 0.670
H -4.286 -0.102 -0.213 0.464 0.329 0.354
H 1.710 0.605 -1.328 -1.525 -0.195 1.659
H 2.497 0.602 0.139 -0.763 -0.544 1.244
H 0.776 -1.282 1.077 -1.391 1.338 -1.408
```
Positions in Å, forces in eV/Å.

Its net charge is +1. The calculation puts the HOMO energy (spin up / spin down) at -13.582 / -13.582 eV. For the LUMO energy (spin up / spin down), the calculation gives -6.03 / -6.03 eV. As for the spin multiplicity: 1. As for the structure (SMILES): C#[N+]C1=C2C[C@@H]21. The electronic energy is -247.1610 a.u.

---

[4]
The following is a quantum chemistry calculation of C5H4N2 in the gas phase in a non-equilibrium geometry, from OMol25.

```
11
Properties=species:S:1:pos:R:3:forces:R:3
C 2.994 0.048 -0.115 1.087 -1.329 0.867
C 1.799 -0.015 0.040 -0.886 1.069 -0.242
C 0.351 0.073 0.054 -0.920 -0.288 0.358
C -0.611 1.171 0.062 -0.706 -0.649 -0.500
N -1.857 0.657 -0.076 0.383 2.237 0.497
N -1.747 -0.633 -0.044 2.562 -1.895 0.190
C -0.473 -1.074 0.042 1.299 1.500 0.268
H 4.046 -0.265 0.039 -1.252 0.834 -0.487
H -0.574 2.291 0.166 0.506 -1.591 -0.346
H -2.438 -1.325 -0.127 -1.752 0.027 -0.130
H -0.167 -2.091 0.257 -0.321 0.086 -0.475
```
Positions in Å, forces in eV/Å.

The calculation puts the HOMO energy at -8.964 eV. For the LUMO energy, the calculation gives 0.88 eV. As for the spin multiplicity: 1. As for the structure (SMILES): C#Cc1cn[nH]c1. The electronic energy is -302.3371 a.u.

---

[5]
The following is a quantum chemistry calculation of C5H4N2 in the gas phase in a non-equilibrium geometry, from OMol25.

```
11
Properties=species:S:1:pos:R:3:forces:R:3
C -1.081 -1.898 0.316 -0.569 -0.250 0.136
C 0.201 -1.525 0.389 -0.751 0.352 -0.040
C 0.197 -0.202 0.280 0.502 0.327 0.169
N 0.071 0.930 1.000 0.363 -0.028 0.082
C 0.131 1.046 -0.480 0.182 0.239 -0.287
C 1.361 1.395 -1.134 1.092 0.438 -0.556
N 2.377 1.611 -1.638 -0.808 -0.070 0.374
H -1.524 -2.849 0.546 0.230 -0.575 -0.193
H -1.785 -1.095 0.075 -0.559 -0.637 0.180
H 0.851 1.200 1.583 0.080 0.328 0.103
H -0.798 1.388 -0.935 0.240 -0.124 0.033
```
Positions in Å, forces in eV/Å.

The calculation puts the HOMO energy (spin up / spin down) at -9.131 / -9.131 eV. For the LUMO energy (spin up / spin down), the calculation gives -0.03 / -0.03 eV. As for the spin multiplicity: 1. As for the structure (SMILES): C=C=C1N[C@H]1C#N. The electronic energy is -302.2332 a.u.

---

[6]
The following is a quantum chemistry calculation of C5H4N2 in the gas phase, from OMol25.

```
11
Properties=species:S:1:pos:R:3:forces:R:3
C 2.521 -0.065 -0.720 -0.421 0.181 0.123
C 1.476 0.397 -0.347 0.540 -0.155 -0.191
C -0.152 0.106 1.410 -0.291 -0.145 -0.253
C -1.208 -0.656 0.984 0.061 0.019 0.198
N -1.517 -0.358 -0.357 0.099 0.195 -0.222
N -0.812 0.502 -0.938 -0.135 -0.314 0.270
C 0.168 0.852 0.139 0.152 0.057 -0.001
H 3.448 -0.488 -1.038 -0.129 0.117 0.042
H -1.803 -1.422 1.466 0.044 0.161 -0.058
H -2.263 -0.791 -0.901 0.058 0.039 0.073
H 0.136 1.945 0.245 0.023 -0.155 0.019
```
Positions in Å, forces in eV/Å.

The calculation puts the HOMO energy at -8.444 eV. For the LUMO energy, the calculation gives -0.56 eV. As for the spin multiplicity: 1. The electronic energy is -302.2154 a.u.

---

[7]
The following is a quantum chemistry calculation of C5H4N2 in the gas phase in a non-equilibrium geometry, from OMol25.

```
11
Properties=species:S:1:pos:R:3:forces:R:3
C -1.284 1.696 -0.633 -0.216 -0.188 0.579
C -0.864 1.057 0.303 -0.199 0.354 -0.506
C 0.335 0.444 0.858 0.059 0.312 -0.247
N 0.803 -0.868 1.289 -0.215 -0.131 0.131
C 0.845 -0.546 -0.135 0.236 -0.087 -0.250
C -0.127 -1.289 -0.922 -0.472 -0.549 -0.523
N -0.853 -2.001 -1.476 0.703 0.809 0.477
H -1.587 2.216 -1.515 -0.319 0.012 0.271
H 1.037 1.194 1.214 -0.048 -0.043 -0.237
H 0.108 -1.589 1.463 -0.118 0.210 -0.029
H 1.712 -0.221 -0.692 0.590 -0.700 0.335
```
Positions in Å, forces in eV/Å.

The calculation puts the HOMO energy at -9.804 eV. For the LUMO energy, the calculation gives 0.63 eV. As for the spin multiplicity: 1. As for the structure (SMILES): C#C[C@H]1N[C@H]1C#N. The electronic energy is -302.2749 a.u.

---

[8]
The following is a quantum chemistry calculation of C5H4N2O in the gas phase in a non-equilibrium geometry, from OMol25.

```
12
Properties=species:S:1:pos:R:3:forces:R:3
C -1.922 -0.034 -0.005 -0.131 -0.430 -0.655
C -1.297 1.154 -0.010 -0.873 1.737 0.763
C 0.091 0.798 0.073 -0.588 0.657 -0.343
N 1.225 1.360 -0.079 -0.262 0.376 0.419
O 2.171 0.382 -0.009 0.909 0.497 -0.613
C 1.568 -0.877 0.002 0.786 -3.839 -0.509
C 0.119 -0.665 0.072 1.076 1.686 -0.480
N -1.024 -1.186 -0.056 -1.266 -0.212 0.366
H -2.991 -0.163 -0.085 0.071 -0.329 0.150
H -1.768 2.177 0.080 0.726 -1.526 -0.316
H 1.922 -1.392 0.900 0.025 -0.067 0.003
H 1.905 -1.554 -0.882 -0.473 1.450 1.215
```
Positions in Å, forces in eV/Å.

The calculation puts the HOMO energy at -9.695 eV. For the LUMO energy, the calculation gives -0.64 eV. As for the spin multiplicity: 1. As for the structure (SMILES): C1=CC2=NOCC2=N1. The electronic energy is -377.5605 a.u.